<P>
Formula: C4H14N2O2
Source: the OMol25 dataset
Level of theory: wB97M-V/def2-TZVPD

The SMILES is C[C@H](CO)NCN.O. Its net charge is 0. The HOMO energy comes out at -9.021 eV. The value obtained for the orbital gap is 0.358 hartree.

Bonds (Å) are listed after each position.
Cartesian coordinates (Å):
1 H -0.46911 -1.98694 1.37893  C3 1.099
2 O 2.49054 1.62575 -1.00722  C16 1.426, H20 0.963
3 C -0.51950 -1.69497 0.32044  H1 1.099, N11 1.450, H19 1.092, N22 1.458
4 H -1.49881 -0.09811 -2.11673  O14 0.959
5 H 1.04895 2.49674 0.08852  C16 1.090
6 H 2.04724 1.18679 2.00075  C17 1.090
7 H -2.55074 -1.97416 0.39653  N11 1.009
8 H 1.13294 -0.25778 2.45632  C17 1.089
9 H -1.07814 0.20195 0.67061  N22 1.016
10 H -1.90428 -2.01417 -1.14316  N11 1.005
11 N -1.76541 -2.24551 -0.17554  C3 1.450, H7 1.009, H10 1.005
12 C 0.93579 0.31576 0.34303  H13 1.089, C16 1.529, C17 1.536, N22 1.471
13 H 1.66787 -0.43514 0.04915  C12 1.089
14 O -2.43092 0.04007 -1.93853  H4 0.959, H18 0.957
15 H 0.43651 1.63232 -1.30065  C16 1.090
16 C 1.16262 1.57877 -0.48905  O2 1.426, H5 1.090, C12 1.529, H15 1.090
17 C 1.12167 0.63551 1.83393  H6 1.090, H8 1.089, C12 1.536, H21 1.095
18 H -2.53669 0.89387 -1.51856  O14 0.957
19 H 0.28270 -2.26344 -0.15583  C3 1.092
20 H 2.52879 1.35363 -1.93003  O2 0.963
21 H 0.29005 1.27087 2.15462  C17 1.095
22 N -0.39209 -0.26181 0.08247  C3 1.458, H9 1.016, C12 1.471

Need the Löwdin charges? In units of e they are:
1. H 0.1112
2. O -0.0685
3. C -0.3255
4. H 0.0160
5. H 0.1169
6. H 0.0813
7. H 0.0633
8. H 0.0707
9. H 0.1113
10. H 0.0396
11. N 0.0091
12. C -0.3785
13. H 0.1371
14. O -0.0717
15. H 0.1081
16. C -0.2229
17. C -0.0557
18. H 0.0306
19. H 0.1142
20. H 0.0851
21. H 0.0799
22. N -0.0518

<Q>
Formula: C4H14N2O2
Source: the OMol25 dataset
Level of theory: wB97M-V/def2-TZVPD

The SMILES is CNCCNCO.O. Its net charge is 0. The HOMO energy comes out at -8.712 eV. The value obtained for the orbital gap is 0.355 hartree.

Bonds (Å) are listed after each position.
Cartesian coordinates (Å):
1 C -0.18605 1.29831 -0.10699  H4 1.109, H6 1.103, C17 1.487, N20 1.459
2 O 2.62622 1.28917 1.95534  H7 0.955, H12 0.959
3 C -2.36757 1.37663 1.04150  H8 1.094, H10 1.089, N20 1.459, H22 1.093
4 H -0.81505 1.90559 -0.78903  C1 1.109
5 O -0.24122 -2.63819 -0.42211  H15 0.975, C21 1.492
6 H 0.40868 2.14811 0.26712  C1 1.103
7 H 1.91922 1.87774 1.69835  O2 0.955
8 H -3.12410 0.82484 0.47560  C3 1.094
9 H -1.03833 -0.48891 -1.69010  N13 1.005
10 H -2.66681 1.44686 2.08595  C3 1.089
11 H -1.17090 -0.17465 0.95690  N20 1.019
12 H 2.86642 1.50132 2.85947  O2 0.959
13 N -0.04824 -0.64229 -1.60842  H9 1.005, C17 1.469, C21 1.403
14 H 1.53617 0.63787 -1.34305  C17 1.083
15 H -0.78077 -3.43217 -0.58997  O5 0.975
16 H 1.45778 -2.14048 -1.55156  C21 1.092
17 C 0.69621 0.29137 -0.75341  C1 1.487, N13 1.469, H14 1.083, H19 1.103
18 H 0.01194 -2.62355 -2.41238  C21 1.094
19 H 1.12894 -0.22552 0.11930  C17 1.103
20 N -1.01537 0.83138 0.99858  C1 1.459, C3 1.459, H11 1.019
21 C 0.37904 -1.97835 -1.60837  O5 1.492, N13 1.403, H16 1.092, H18 1.094
22 H -2.41318 2.40569 0.67666  C3 1.093

Need the Löwdin charges? In units of e they are:
1. C -0.2706
2. O -0.0496
3. C -0.1443
4. H 0.1132
5. O -0.1172
6. H 0.1000
7. H 0.0049
8. H 0.0742
9. H 0.1147
10. H 0.0693
11. H 0.0975
12. H 0.0353
13. N -0.0518
14. H 0.1166
15. H 0.0691
16. H 0.1210
17. C -0.2108
18. H 0.1108
19. H 0.1183
20. N -0.1115
21. C -0.2614
22. H 0.0721

<R>
Formula: C4H14N2O2
Source: the OMol25 dataset
Level of theory: wB97M-V/def2-TZVPD

Its net charge is 0. The HOMO energy comes out at -9.466 eV. The value obtained for the orbital gap is 0.211 hartree.

Bonds (Å) are listed after each position.
Cartesian coordinates (Å):
1 H -0.65451 -1.70619 -1.16402  C22 1.074
2 O 0.21802 -2.37470 0.77578  C20 1.337
3 H -0.63877 0.45762 1.64158  N15 1.030
4 O 2.09867 -1.66756 -0.61820  H12 0.953, H21 1.055
5 H -2.00557 -0.64198 -1.57411  C22 1.090
6 H 0.00427 -1.40652 2.51254  C20 1.103
7 H 1.24760 -0.75899 1.35343  C20 1.138
8 H -0.74809 3.47912 0.32827  N14 1.008
9 H -0.50205 -0.50316 -2.45494  C22 1.102
10 C -0.91374 1.65307 -0.63958  H13 1.088, N14 1.474, C16 1.509, H19 1.103
11 H 0.49328 2.10476 0.66716  N14 1.076
12 H 2.98460 -1.62599 -0.26960  O4 0.953
13 H -0.74497 1.98930 -1.66025  C10 1.088
14 N -0.48138 2.51751 0.47361  H8 1.008, C10 1.474, H11 1.076
15 N -0.76162 -0.26146 0.91431  H3 1.030, C16 1.432, C20 1.463
16 C -0.38148 0.26849 -0.36081  C10 1.509, N15 1.432, H17 1.121, C22 1.566
17 H 0.70397 0.13299 -0.60381  C16 1.121
18 H 1.38168 1.02665 1.18135  no bonds
19 H -1.98068 1.46148 -0.43397  C10 1.103
20 C 0.21003 -1.21811 1.44584  O2 1.337, H6 1.103, H7 1.138, N15 1.463
21 H 1.39429 -2.21790 -0.05713  O4 1.055
22 C -0.92353 -0.70845 -1.45745  H1 1.074, H5 1.090, H9 1.102, C16 1.566

Need the Löwdin charges? In units of e they are:
1. H 0.0579
2. O -0.0877
3. H 0.1099
4. O -0.1239
5. H 0.0811
6. H 0.1417
7. H 0.1177
8. H 0.0704
9. H 0.0906
10. C -0.2469
11. H 0.0153
12. H 0.0237
13. H 0.1202
14. N -0.0156
15. N 0.0169
16. C -0.4566
17. H 0.1305
18. H 0.2632
19. H 0.1250
20. C -0.4055
21. H 0.0130
22. C -0.0410

Which of them is the most stable, and which is the least stable? <P> and <R>, in that order.

<P>
Formula: C5H7ClN2
Source: the OMol25 dataset
Level of theory: wB97M-V/def2-TZVPD

The SMILES is [H]/N=C\N(C=C)/C=C\Cl. Its net charge is 0. The HOMO energy comes out at -8.507 eV. The value obtained for the orbital gap is 0.343 hartree.

Bonds (Å) are listed after each position.
Cartesian coordinates (Å):
1 H -2.94991 -1.34094 -0.81260  C9 1.133
2 H 0.34227 -1.57846 1.13849  C6 1.123
3 N -0.15671 2.59823 -0.25084  C10 1.282, H14 1.040
4 H 2.57760 -1.72511 0.77639  C11 1.109
5 Cl 3.02114 0.19194 -0.62437  C11 1.694
6 C 0.77446 -0.75541 0.50836  H2 1.123, C11 1.321, N15 1.359
7 H -1.98731 0.77023 -0.09221  C12 1.082
8 H 1.03018 1.83762 1.21248  C10 1.085
9 C -1.83152 -1.21565 -0.68034  H1 1.133, C12 1.344, H13 1.070
10 C 0.33772 1.61538 0.40755  N3 1.282, H8 1.085, N15 1.428
11 C 2.08485 -0.82558 0.35416  H4 1.109, Cl5 1.694, C6 1.321
12 C -1.30059 -0.03600 -0.31600  H7 1.082, C9 1.344, N15 1.369
13 H -1.12256 -2.01109 -0.77797  C9 1.070
14 H -0.76962 2.20972 -0.99522  N3 1.040
15 N -0.04999 0.26514 0.15213  C6 1.359, C10 1.428, C12 1.369

Need the Löwdin charges? In units of e they are:
1. H 0.0809
2. H 0.1444
3. N 0.0980
4. H 0.0803
5. Cl 0.6587
6. C -0.2433
7. H 0.1109
8. H 0.1223
9. C 0.0235
10. C -0.2429
11. C -0.5834
12. C -0.2106
13. H 0.0363
14. H 0.0485
15. N -0.1236

<Q>
Formula: C5H7ClN2
Source: the OMol25 dataset
Level of theory: wB97M-V/def2-TZVPD

The SMILES is N=C=CCC/N=C/Cl. Its net charge is 0. The HOMO energy comes out at -8.525 eV. The value obtained for the orbital gap is 0.346 hartree.

Bonds (Å) are listed after each position.
Cartesian coordinates (Å):
1 H -1.35709 1.74709 0.16068  C2 1.081
2 C -0.58175 1.15514 -0.30543  H1 1.081, C6 1.606, C10 1.333
3 H -0.31518 -1.02636 1.08944  C4 1.115
4 C -0.11393 -1.21259 0.00850  H3 1.115, C6 1.451, N9 1.419, H14 1.072
5 H 1.65864 -0.52565 1.63480  C15 1.077
6 C -0.87104 -0.32615 -0.85465  C2 1.606, C4 1.451, H11 1.110, H13 1.123
7 N 1.53436 2.53416 -0.22531  H8 1.017, C10 1.236
8 H 2.36122 2.40439 0.35298  N7 1.017
9 N 1.25087 -0.96769 -0.29384  C4 1.419, C15 1.242
10 C 0.63837 1.68308 -0.20195  C2 1.333, N7 1.236
11 H -1.97276 -0.35241 -0.72173  C6 1.110
12 Cl 3.58030 -0.04118 0.18882  C15 1.720
13 H -0.45533 -0.37125 -1.89666  C6 1.123
14 H -0.43953 -2.22396 -0.13495  C4 1.072
15 C 1.99534 -0.55866 0.61204  H5 1.077, N9 1.242, Cl12 1.720

Need the Löwdin charges? In units of e they are:
1. H 0.0947
2. C -0.0822
3. H 0.1262
4. C -0.3094
5. H 0.0934
6. C -0.1812
7. N 0.1369
8. H 0.0307
9. N -0.0341
10. C -0.2338
11. H 0.1159
12. Cl 0.6606
13. H 0.1282
14. H 0.1147
15. C -0.6606

Which of them is the most stable, and which is the least stable? <P> and <Q>, in that order.